1.
{
  "formula": "C38H57BO17P",
  "method": "ωB97M-V/def2-TZVPD",
  "elements": ["C", "C", "C", "O", "O", "C", "C", "B", "C", "C", "C", "C", "C", "C", "C", "C", "O", "C", "C", "O", "C", "C", "O", "C", "P", "O", "O", "H", "H", "H", "H", "H", "H", "H", "H", "H", "H", "H", "H", "H", "H", "H", "H", "H", "H", "H", "H", "H", "H", "H", "H", "H", "H", "H", "O", "C", "O", "C", "C", "C", "H", "H", "H", "H", "H", "H", "O", "C", "O", "C", "C", "C", "H", "H", "H", "H", "H", "H", "O", "C", "O", "C", "C", "C", "H", "H", "H", "H", "H", "H", "O", "C", "O", "C", "C", "C", "H", "H", "H", "H", "H", "H", "O", "C", "O", "C", "C", "C", "H", "H", "H", "H", "H", "H"],
  "positions_angstrom": [[-2.8554, 1.1608, 3.8481], [-2.5963, 2.4467, 2.9290], [-1.8157, 2.0959, 1.5516], [-0.5882, 2.3612, 1.4897], [-2.6012, 1.4938, 0.5490], [-1.8841, 1.3186, -0.6982], [-2.6428, 0.1376, -1.5278], [-2.7949, -1.2565, -0.6345], [-4.3965, -1.6091, -0.4104], [-5.0543, -0.9319, 0.8752], [-5.0712, -1.7846, 2.2015], [-5.6660, -1.2133, 3.5373], [-6.2327, 0.2442, 3.5152], [-6.2725, 1.1202, 2.2422], [-5.6814, 0.5057, 0.9181], [-5.7530, 1.4237, -0.3843], [-1.8849, -1.4109, 0.5358], [-0.6164, -1.7287, -0.1009], [0.6732, -1.8532, 0.8349], [1.8629, -1.9749, -0.0001], [3.0436, -1.6065, 0.7438], [3.4103, -0.0737, 1.0920], [3.7594, -2.5778, 1.1224], [-1.1313, -3.0428, -0.9393], [-1.4709, -4.3153, 0.4330], [-2.9471, -4.8315, 0.3836], [-2.3605, -2.4456, -1.4527], [-3.5027, 1.5015, 4.7421], [-1.9085, 0.6987, 4.2938], [-3.4406, 0.3353, 3.3215], [-3.5634, 2.9957, 2.6234], [-1.9344, 3.1676, 3.5127], [-1.8949, 2.2550, -1.3726], [-0.8058, 0.9674, -0.5947], [-2.0177, -0.0985, -2.4759], [-3.6563, 0.5135, -1.9170], [-5.0123, -1.3062, -1.3371], [-4.4478, -2.7519, -0.2317], [-4.6483, -2.8528, 2.1813], [-5.7087, -1.7927, 4.5134], [-6.6487, 0.7133, 4.4823], [-6.6893, 2.1940, 2.2081], [-4.8028, 2.0095, -0.6137], [-6.0534, 0.7596, -1.2715], [-6.6037, 2.1856, -0.2286], [-0.2470, -1.0586, -0.9512], [0.7824, -0.8473, 1.4011], [0.5842, -2.6540, 1.6474], [4.5451, 0.1209, 1.0457], [3.0098, 0.1259, 2.1525], [2.8284, 0.5907, 0.3602], [-0.3605, -3.3224, -1.7481], [-0.5265, -5.4146, 0.3732], [-1.3139, -3.7095, 1.7430], [2.1116, -4.1638, -5.1071], [2.6093, -4.2068, -4.0099], [2.0188, -4.7808, -2.9290], [2.8319, -4.5575, -1.7683], [4.2186, -4.2864, -2.3007], [3.9330, -3.6040, -3.6216], [2.4254, -3.7061, -1.2161], [2.8065, -5.4399, -1.1263], [4.8313, -3.6909, -1.6218], [4.7387, -5.2330, -2.4817], [3.8122, -2.5243, -3.5047], [4.6991, -3.8279, -4.3640], [3.9056, 3.8062, 0.9322], [3.4140, 4.5303, 1.7628], [4.1166, 5.1167, 2.7726], [3.2108, 5.8172, 3.6339], [1.9850, 6.0777, 2.7905], [1.9563, 4.8817, 1.8713], [2.9927, 5.1850, 4.5004], [3.6747, 6.7428, 3.9803], [1.0754, 6.1981, 3.3812], [2.1270, 6.9877, 2.2009], [1.4187, 4.0397, 2.3148], [1.5388, 5.1373, 0.8969], [0.1762, 7.4567, 0.7654], [-0.5684, 6.7386, 0.1402], [-0.4738, 5.3789, 0.1060], [-1.4406, 4.8610, -0.8149], [-2.4965, 5.9345, -0.9322], [-1.6946, 7.2037, -0.7436], [-0.9423, 4.6621, -1.7686], [-1.8493, 3.9283, -0.4289], [-3.0449, 5.8976, -1.8751], [-3.2203, 5.8334, -0.1171], [-1.2800, 7.5675, -1.6868], [-2.2812, 7.9815, -0.2549], [-1.1411, -7.8758, -0.9789], [-1.7092, -7.3351, -1.8943], [-1.5536, -6.0252, -2.2178], [-2.4526, -5.6865, -3.2790], [-2.7795, -6.9970, -3.9556], [-2.7151, -7.9811, -2.8076], [-3.3366, -5.2084, -2.8472], [-1.9687, -4.9844, -3.9602], [-3.7410, -6.9870, -4.4722], [-2.0044, -7.2389, -4.6904], [-3.6711, -8.0604, -2.2848], [-2.3733, -8.9623, -3.1371], [9.6137, -0.0297, -1.9249], [9.1152, 0.6913, -1.0994], [9.8075, 1.2819, -0.0868], [8.8945, 1.9785, 0.7695], [7.6714, 2.2361, -0.0785], [7.6535, 1.0353, -1.0002], [8.6750, 1.3450, 1.6343], [9.3528, 2.9056, 1.1183], [6.7580, 2.3534, 0.5074], [7.8137, 3.1481, -0.6669], [7.1178, 0.1910, -0.5594], [7.2418, 1.2847, -1.9779]],
  "atomic_forces_ev_per_a": [[-0.7, 0.1, 0.4], [0.1, -0.4, -0.9], [1.4, 0.3, 1.1], [-3.7, -1.0, -0.6], [2.6, 1.9, 1.5], [-0.2, -1.7, -2.9], [0.8, 1.3, -0.2], [-0.7, -0.7, -0.7], [-1.6, 0.1, 1.9], [-1.3, 0.8, 2.8], [-1.5, 3.2, 0.7], [0.0, 2.6, -3.9], [0.7, -0.7, -2.2], [2.0, -4.2, -0.4], [0.2, -0.9, 2.4], [-0.9, -0.5, 0.5], [2.3, 1.1, -0.3], [0.2, -1.4, -0.9], [-1.3, 1.6, 1.2], [1.0, 1.1, 1.6], [1.9, -3.4, 1.2], [-1.2, -0.6, -0.5], [-2.4, 4.1, -1.5], [0.4, 2.6, 0.5], [-4.2, -1.3, -0.5], [3.1, 0.8, 0.1], [2.4, -2.1, -0.5], [1.0, -0.5, -1.4], [-1.1, 0.9, -0.9], [0.8, 1.2, 0.5], [1.3, -1.1, 0.7], [-0.8, -0.9, -1.0], [0.0, -1.2, 1.5], [-1.5, 0.8, 0.5], [-0.8, 0.6, 1.5], [1.5, -0.4, 0.6], [1.0, -0.6, 1.3], [-0.1, 1.8, -0.4], [-0.7, 1.9, -0.1], [0.2, 0.8, -1.6], [0.7, -1.0, -1.6], [0.7, -2.0, 0.2], [-1.2, -1.0, 0.4], [0.6, 1.1, 1.1], [1.3, -1.1, -0.2], [-0.9, -0.2, 1.2], [-0.5, -1.5, -0.8], [0.4, 0.8, -1.4], [-2.0, -0.6, 0.1], [0.7, -0.3, -1.6], [1.0, -0.8, 1.2], [-1.4, 0.0, 1.1], [-0.2, 0.9, 0.0], [0.5, -0.2, -1.0], [0.0, -0.3, 0.7], [-0.5, 0.3, -0.7], [0.1, 0.1, -0.7], [0.0, 0.0, 0.7], [0.6, 0.0, 0.2], [0.4, -0.3, 0.2], [0.1, -0.2, -0.1], [-0.2, 0.0, -0.2], [-0.1, -0.1, 0.0], [0.0, 0.1, 0.0], [0.0, 0.0, -0.1], [-0.2, 0.3, -0.1], [0.3, 0.5, 0.6], [-0.1, -0.8, -0.6], [0.2, -0.2, -0.4], [-0.1, 0.2, 0.4], [-0.4, 0.5, 0.1], [0.1, 0.4, -0.1], [0.1, 0.0, 0.0], [0.2, -0.2, -0.1], [0.1, 0.0, 0.0], [-0.1, -0.1, 0.1], [0.0, -0.1, -0.3], [0.1, -0.5, 0.2], [-0.4, -0.9, -0.3], [0.7, 0.6, 0.2], [-0.1, 0.9, 0.2], [-0.3, -0.5, -0.2], [-0.6, 0.1, -0.2], [-0.5, -0.1, 0.0], [0.0, 0.0, 0.1], [0.3, 0.2, 0.1], [0.1, -0.1, 0.1], [0.1, 0.0, -0.1], [0.0, 0.1, 0.1], [0.3, 0.2, -0.1], [0.0, 0.6, -0.5], [0.2, -0.2, 1.0], [0.3, -0.7, 0.2], [-0.3, 0.6, -0.3], [-0.2, -0.2, -0.6], [0.0, -0.1, -0.5], [0.1, 0.0, 0.1], [0.1, 0.0, 0.3], [0.1, 0.1, 0.0], [-0.1, 0.0, 0.0], [0.1, -0.1, 0.1], [-0.1, 0.0, 0.4], [0.2, 0.6, 0.6], [0.2, -0.9, -0.6], [0.1, -0.2, -0.4], [0.0, 0.3, 0.4], [-0.6, 0.4, 0.1], [-0.2, 0.5, 0.0], [0.0, 0.0, -0.1], [0.2, -0.2, 0.0], [0.1, 0.1, 0.0], [0.0, -0.1, 0.1], [0.0, 0.0, -0.2], [0.0, -0.4, 0.0]],
  "mulliken_charge": [-0.679, -0.627, 0.487, -0.512, 0.279, -0.114, -0.820, -0.013, -0.633, 0.532, -0.493, -0.681, -0.393, -0.566, 1.065, -1.134, -0.454, -0.264, -0.698, -0.166, 0.566, -0.805, -0.601, 0.550, 0.443, -0.736, -0.185, 0.321, 0.309, -0.093, 0.254, 0.335, 0.175, -0.050, 0.196, 0.355, 0.273, 0.208, 0.286, 0.305, 0.265, 0.248, -0.058, 0.270, 0.454, -0.059, 0.324, 0.116, 0.212, 0.309, 0.288, 0.216, 0.025, -0.022, -0.624, 0.465, -0.307, 0.701, -0.612, -0.402, -0.603, 0.381, 0.298, 0.319, 0.224, 0.327, -0.602, 0.388, -0.397, -0.452, -0.552, 0.267, 0.236, 0.348, 0.399, 0.236, 0.020, 0.159, -0.561, 0.518, -0.241, 0.942, -0.593, -0.555, 0.247, -1.050, 0.362, 0.317, 0.250, 0.333, -0.632, 0.425, -0.180, -0.299, -0.633, -0.411, 0.193, 0.345, 0.349, 0.260, 0.283, 0.299, -0.580, 0.461, -0.349, -0.433, -0.311, -0.247, 0.267, 0.304, 0.199, 0.248, 0.128, 0.322],
  "charge": -1,
  "homo_ev": -5.051,
  "homo_lumo_gap_ev": 7.0,
  "e_lumo_ev": 1.99
}

2.
{
  "formula": "C3H5NS2",
  "method": "ωB97M-V/def2-TZVPD",
  "elements": ["C", "C", "C", "H", "H", "H", "H", "H", "N", "S", "S"],
  "positions_angstrom": [[-0.0242, 1.2909, -0.0032], [-1.1770, -0.8847, 0.0101], [1.2010, -0.8625, -0.0008], [-0.4841, 1.6740, 0.9255], [1.0424, 1.6120, -0.0708], [-0.6003, 1.6753, -0.8403], [-1.0535, -1.9698, -0.0228], [1.0570, -1.9292, 0.0215], [0.0090, -0.1660, 0.0179], [-2.6598, -0.2233, -0.0191], [2.6893, -0.2165, -0.0179]],
  "atomic_forces_ev_per_a": [[0.9, 0.4, 0.6], [0.0, 0.5, -0.2], [0.0, 0.9, 0.1], [0.2, -0.2, -0.4], [-1.0, -0.1, 0.1], [0.0, -0.2, -0.1], [0.2, 0.2, 0.1], [-0.1, -0.4, 0.0], [-0.4, -0.7, -0.2], [0.2, -0.2, 0.1], [0.0, -0.3, 0.0]],
  "mulliken_charge": [-0.799, -0.010, 0.101, 0.336, 0.213, 0.343, 0.185, 0.181, 0.048, -0.268, -0.328],
  "homo_ev": -8.930,
  "homo_lumo_gap_ev": 8.2,
  "e_above_lowest_kcal_mol": 16.5,
  "e_lumo_ev": -0.75
}

3.
{
  "formula": "C25H22N5S4Ti",
  "method": "ωB97M-V/def2-TZVPD",
  "elements": ["Ti", "C", "N", "C", "C", "C", "C", "C", "C", "N", "C", "C", "C", "C", "C", "C", "N", "C", "C", "C", "C", "C", "N", "H", "H", "H", "H", "H", "H", "H", "H", "H", "H", "H", "H", "H", "H", "H", "H", "H", "H", "S", "S", "S", "S", "N", "C", "C", "C", "C", "C", "C", "C", "H", "H", "H", "H"],
  "positions_angstrom": [[-0.1771, 0.6751, -0.7376], [1.0775, -1.2049, -2.4020], [1.2520, -0.9526, -0.9652], [1.0172, -2.2056, -0.2355], [0.7476, -1.9880, 1.2360], [0.3624, -3.0536, 2.0434], [0.1214, -2.8134, 3.3853], [0.2991, -1.5275, 3.8763], [0.7063, -0.5386, 2.9966], [0.9038, -0.7504, 1.6984], [2.5842, -0.4218, -0.6512], [2.6389, 1.0821, -0.7392], [3.8368, 1.7325, -0.9882], [3.8563, 3.1187, -1.0263], [2.6682, 3.8090, -0.8398], [1.5085, 3.0890, -0.6145], [1.4946, 1.7487, -0.5334], [-0.4016, -1.3475, -2.6646], [-0.9086, -2.1551, -3.6641], [-2.2903, -2.2773, -3.7937], [-3.1050, -1.5847, -2.9169], [-2.5260, -0.7652, -1.9580], [-1.1947, -0.6656, -1.8145], [1.6147, -2.1111, -2.7243], [1.4746, -0.3517, -2.9746], [1.8844, -2.8780, -0.3519], [0.1496, -2.7151, -0.6730], [0.2470, -4.0413, 1.6233], [-0.1971, -3.6128, 4.0356], [0.1292, -1.3000, 4.9162], [0.8739, 0.4754, 3.3346], [3.3543, -0.8647, -1.3003], [2.8127, -0.6869, 0.3881], [4.7361, 1.1600, -1.1511], [4.7780, 3.6441, -1.2124], [2.6428, 4.8861, -0.8788], [0.5512, 3.5994, -0.5122], [-0.2378, -2.6793, -4.3279], [-2.7075, -2.9163, -4.5545], [-4.1789, -1.6741, -2.9693], [-3.1398, -0.2157, -1.2508], [0.4793, 1.8726, -3.1594], [-1.0799, 1.6091, -4.3353], [-2.7641, 1.9562, -2.9867], [-1.9241, 2.3669, -1.2432], [-3.4857, 1.5364, 5.8138], [-2.9970, 1.4039, 4.7866], [-2.3773, 1.2340, 3.5263], [-1.4331, 2.1604, 3.0843], [-0.8263, 1.9791, 1.8543], [-1.1206, 0.8788, 1.0431], [-2.0651, -0.0413, 1.5124], [-2.6907, 0.1284, 2.7354], [-1.1789, 3.0072, 3.7054], [-0.0856, 2.7102, 1.5305], [-2.2939, -0.9358, 0.9301], [-3.4162, -0.5871, 3.0945]],
  "atomic_forces_ev_per_a": [[-1.5, 1.5, 0.0], [0.2, -0.4, -0.9], [0.1, -0.1, -0.1], [-0.2, -0.5, 0.4], [0.0, 0.0, 0.2], [0.0, 0.2, -0.1], [0.0, 0.1, -0.1], [0.1, 0.0, -0.2], [0.0, 0.0, 0.3], [0.3, -0.4, -0.3], [0.6, 0.2, 0.2], [0.7, -0.3, -0.1], [-0.2, 0.0, 0.1], [-0.3, -0.2, 0.1], [0.0, -0.2, 0.2], [0.0, 0.7, 0.1], [1.5, 0.7, 0.0], [0.3, -0.6, -0.5], [0.0, 0.2, 0.2], [0.2, 0.2, 0.3], [0.1, -0.1, 0.1], [-0.5, -0.2, 0.0], [-0.6, -1.1, -1.0], [-0.1, 0.1, 0.2], [-0.2, -0.3, 0.2], [-0.2, 0.2, -0.1], [0.2, 0.1, 0.0], [0.0, -0.1, 0.0], [0.0, -0.1, 0.1], [0.0, 0.1, 0.1], [-0.1, 0.0, 0.1], [-0.2, 0.0, 0.1], [0.0, 0.0, -0.3], [0.1, -0.1, 0.0], [0.1, 0.1, 0.0], [-0.1, 0.1, 0.0], [0.2, -0.2, 0.0], [0.1, 0.0, 0.0], [-0.1, -0.1, -0.1], [0.0, 0.1, 0.0], [0.2, 0.0, -0.1], [0.3, 0.1, 1.0], [-0.7, -0.3, -0.5], [0.1, 0.4, -0.5], [0.3, -0.7, 0.7], [-0.2, 0.0, 0.4], [-0.2, 0.0, 0.3], [0.5, 0.0, -0.7], [-0.1, -0.1, 0.0], [0.2, 0.1, -0.2], [-0.8, 0.7, 0.6], [0.0, -0.2, -0.2], [0.1, 0.0, -0.1], [0.0, 0.1, 0.0], [-0.2, -0.1, 0.1], [-0.1, 0.2, 0.1], [0.0, -0.1, 0.0]],
  "mulliken_charge": [-1.494, -1.144, 1.226, -1.321, 0.717, -1.148, -0.392, -0.894, -0.481, 0.258, -1.307, 0.504, -1.195, -0.498, -1.054, 0.127, 0.837, 0.620, -1.039, -0.655, -1.133, -0.321, 1.143, 0.575, 0.452, 0.423, 0.632, 0.512, 0.452, 0.489, 0.628, 0.539, 0.537, 0.525, 0.448, 0.458, 0.432, 0.544, 0.461, 0.495, 0.658, -0.020, -0.083, -0.070, -0.021, -0.493, -0.195, 0.584, -1.026, -0.187, 1.478, -0.128, -1.156, 0.514, 0.186, 0.471, 0.529],
  "charge": 1,
  "homo_ev": [-9.462, -9.482],
  "homo_lumo_gap_ev": [5.2, 5.4],
  "e_above_lowest_kcal_mol": 37.2,
  "e_lumo_ev": [-4.22, -4.11]
}

4.
{
  "formula": "CH27O16",
  "method": "ωB97M-V/def2-TZVPD",
  "elements": ["C", "O", "O", "O", "H", "O", "H", "H", "O", "H", "H", "O", "H", "H", "O", "H", "H", "O", "H", "H", "O", "H", "H", "O", "H", "H", "O", "H", "H", "O", "H", "H", "O", "H", "H", "O", "H", "H", "O", "H", "H", "O", "H", "H"],
  "positions_angstrom": [[9.0930, -11.6820, -5.9860], [9.0570, -12.7740, -5.3910], [10.1360, -11.4690, -6.8080], [8.1960, -10.8430, -5.8660], [10.7490, -12.1990, -6.6880], [12.5080, -9.9870, -5.3130], [12.7510, -9.1340, -5.0130], [12.2480, -9.8070, -6.2140], [9.1980, -14.2470, -3.1890], [8.2430, -14.0480, -2.9930], [9.4050, -13.5310, -3.8280], [8.1840, -14.5150, -7.6650], [8.3780, -15.3870, -8.0130], [9.0810, -14.1660, -7.5680], [6.2870, -12.3700, -4.9340], [6.4960, -12.8840, -4.1680], [7.1140, -11.8730, -5.1040], [7.5530, -15.4920, -5.2080], [8.1860, -15.2950, -4.5320], [7.8020, -14.8900, -5.8770], [12.1740, -11.1510, -9.2690], [11.5850, -11.9160, -9.0880], [12.9770, -11.2090, -8.7280], [8.6620, -10.2300, -8.7640], [8.9830, -10.6150, -7.9600], [8.2280, -9.4110, -8.4980], [10.5520, -15.1820, -5.7660], [10.4390, -15.8250, -5.0740], [9.7700, -14.7360, -5.7300], [6.0580, -9.4960, -6.7700], [5.7480, -8.9310, -6.0400], [6.7720, -10.0560, -6.4800], [10.5920, -13.4380, -9.0290], [11.1300, -14.2230, -8.8850], [10.2450, -13.5210, -9.9120], [9.6600, -8.2920, -5.6510], [9.9970, -8.3550, -4.7720], [9.0550, -9.0520, -5.7210], [11.5420, -12.2730, -3.9260], [10.7550, -12.3520, -4.4160], [12.0100, -11.5940, -4.4120], [12.4240, -13.1680, -6.5180], [11.8790, -13.9490, -6.3920], [13.0480, -13.2090, -5.8050]],
  "atomic_forces_ev_per_a": [[-0.4, -0.9, 0.4], [1.0, -1.2, 0.4], [-0.3, 1.0, 0.0], [0.6, 1.6, -0.4], [0.6, -0.3, -0.1], [0.1, -0.9, -0.3], [0.4, 1.2, 0.8], [-0.6, -0.3, -0.6], [-1.4, 0.4, 0.4], [1.4, -0.3, -0.1], [-0.2, -0.4, 0.2], [0.4, 0.0, -0.2], [-0.3, -0.4, -0.1], [-0.2, 0.5, -0.2], [-0.4, 0.5, -0.1], [0.0, -0.6, 0.5], [-0.6, -0.1, -0.1], [-0.8, -1.6, 1.0], [0.5, 0.1, 1.1], [-0.2, 1.3, -1.8], [0.2, 0.1, -0.1], [0.7, 0.5, 0.2], [-0.7, -0.4, -0.1], [-0.5, 0.6, -1.1], [0.4, -0.1, 0.4], [-0.1, -0.2, 0.1], [3.6, -2.0, -0.7], [0.3, -0.5, 0.5], [-3.4, 2.5, 0.1], [-1.3, 1.3, -0.4], [0.5, -0.7, -0.4], [0.5, -0.4, 0.6], [0.2, -0.2, 0.6], [0.2, 0.0, 0.0], [-0.4, 0.0, -0.5], [-0.4, 0.1, -0.8], [0.4, -0.1, 0.9], [0.1, -0.1, -0.2], [1.6, 0.0, 1.4], [-1.7, -0.4, -1.0], [0.3, 0.5, -0.1], [-0.1, 0.2, -1.2], [-0.3, -0.5, 0.4], [0.3, 0.1, 0.7]],
  "mulliken_charge": [0.921, -0.216, 0.161, -1.079, -0.058, -0.610, 0.256, 0.262, -0.787, 0.360, 0.258, -0.634, 0.316, 0.255, -0.641, 0.246, 0.272, -0.675, 0.409, 0.415, -0.678, 0.354, 0.287, -0.710, 0.351, 0.316, -0.684, 0.357, -0.029, -0.684, 0.277, 0.540, -0.652, 0.301, 0.240, -0.662, 0.303, 0.312, -0.706, 0.297, 0.462, -0.596, 0.292, 0.280],
  "charge": -1,
  "homo_ev": -6.917,
  "homo_lumo_gap_ev": 9.3,
  "e_above_lowest_kcal_mol": 9.6,
  "e_lumo_ev": 2.37
}